No. 1
This record from OMol25 describes C5H9NO in the gas phase. The level of theory is ωB97M-V/def2-TZVPD.

Properties
**Structure (SMILES)**: C[C@H]1CN(C)C1=O
**Total energy**: -8868.219 eV
**M**: 99.13 g/mol
**Net charge**: 0
**Energy relative to the best compared isomer or geometry (same formula, charge and spin)**: 0.993 eV
**Largest force on an atom**: 0.403 eV Å⁻¹
**HOMO**: -9.304 eV
**Lowest unoccupied orbital energy**: 0.92 eV
**HOMO-LUMO gap**: 10.227 eV

Last column: Mulliken charge in e.
Positions of all 16 atoms, in Å:
C -0.1733 -1.0235 0.6996  0.344
H -1.5217 0.0192 -0.7426  0.301
C -0.6405 -0.6343 -0.7245  -0.706
H 1.9593 1.4312 -1.6900  0.309
C 0.8830 1.2775 -1.6581  -0.890
H -1.0163 0.7298 1.6287  0.345
H -0.0303 -2.0931 0.8721  0.347
H -1.9703 -0.7455 1.8810  0.346
C 1.0882 -0.2217 0.3588  0.312
H 0.4020 2.1433 -1.1842  0.321
O 2.0637 0.1389 0.9724  -0.638
C -0.9524 -0.3494 1.8190  -1.395
H -0.4483 -0.4756 2.7821  0.338
N 0.6220 0.0811 -0.8980  0.086
H -0.7693 -1.4542 -1.4381  0.261
H 0.5041 1.1762 -2.6783  0.318

Forces on the atoms, in the same order (eV/Å):
-0.035 -0.177 0.005
0.086 -0.085 0.032
-0.242 -0.019 -0.110
-0.009 0.121 -0.029
-0.024 -0.016 -0.051
-0.040 -0.165 0.030
0.010 0.139 -0.011
0.131 0.020 0.074
0.189 0.160 0.243
0.103 -0.009 -0.132
-0.256 -0.088 -0.299
-0.014 0.096 0.061
-0.103 -0.055 -0.151
0.158 0.030 0.113
-0.036 0.097 0.099
0.082 -0.048 0.125

***

No. 2
This record from OMol25 describes C5H9NO in the gas phase. The level of theory is ωB97M-V/def2-TZVPD.

Properties
**Structure (SMILES)**: C[C@H]1CC/C1=N\O
**Total energy**: -8866.135 eV
**M**: 99.13 g/mol
**Net charge**: 0
**Energy relative to the best compared isomer or geometry (same formula, charge and spin)**: 3.077 eV
**Largest force on an atom**: 0.826 eV Å⁻¹
**HOMO**: -9.295 eV
**Lowest unoccupied orbital energy**: 1.07 eV
**HOMO-LUMO gap**: 10.367 eV

Last column: Mulliken charge in e.
Positions of all 16 atoms, in Å:
H 1.0482 1.8046 1.0213  0.277
O 2.5259 -0.6103 1.0761  -0.404
C -0.6243 -0.1955 -0.6457  0.398
C 0.7693 1.3861 0.0482  -0.347
N 1.4176 -1.0856 0.3839  -0.506
H -1.3702 1.5742 0.5609  0.287
H -2.4298 -1.2898 -0.5218  0.391
H 1.4025 1.8248 -0.7303  0.228
H -1.5586 -1.2621 1.0369  0.336
H -1.0434 2.0085 -1.1418  0.265
H -1.0410 -2.3542 -0.2412  0.302
C -1.4535 -1.3418 -0.0510  -1.374
C -0.7467 1.3538 -0.3072  -0.636
H -0.6443 -0.2866 -1.7350  0.243
H 3.0057 -1.4133 1.3067  0.364
C 0.7426 -0.1129 -0.0601  0.176

Forces on the atoms, in the same order (eV/Å):
-0.016 -0.126 -0.217
0.656 -0.034 0.214
0.018 -0.239 -0.147
0.110 0.029 0.023
-0.287 0.426 -0.140
-0.018 -0.087 -0.069
-0.390 -0.226 0.181
-0.119 0.051 0.135
-0.018 0.160 -0.183
0.020 -0.389 0.313
0.077 0.810 -0.142
-0.366 0.283 -0.075
-0.276 -0.150 0.061
0.282 -0.112 0.004
-0.058 0.069 0.018
0.387 -0.466 0.023

***

No. 3
This record from OMol25 describes C5H9NO in the gas phase in a non-equilibrium geometry. The level of theory is ωB97M-V/def2-TZVPD.

Properties
**Structure (SMILES)**: C=NCCCC=O
**Total energy**: -8864.826 eV
**M**: 99.13 g/mol
**Net charge**: 0
**Energy relative to the best compared isomer or geometry (same formula, charge and spin)**: 4.387 eV
**Largest force on an atom**: 2.692 eV Å⁻¹
**HOMO**: -8.408 eV
**Lowest unoccupied orbital energy**: -0.12 eV
**HOMO-LUMO gap**: 8.287 eV

Last column: Mulliken charge in e.
Positions of all 16 atoms, in Å:
H 0.6295 0.0438 0.9329  0.335
C -0.7113 0.5243 -0.5699  -0.668
H -0.5315 -2.4412 -0.6759  0.269
H 1.2928 -0.5777 -0.4882  0.334
C 0.7483 0.2975 -0.1224  -0.336
C 1.5926 1.5474 -0.2609  -0.021
H -2.1441 -3.0540 0.1900  0.309
H -1.6684 0.5824 1.3282  0.312
O 2.7606 1.5720 -0.5486  -0.469
C -1.2383 -2.4328 0.1673  -0.354
H -2.6413 -0.3055 0.0839  0.367
N -1.2952 -1.4448 0.9722  -0.401
H -0.9506 1.5756 -0.7194  0.446
H -0.8368 0.1078 -1.5776  0.316
C -1.6568 -0.1090 0.4867  -0.695
H 0.9814 2.4419 -0.5297  0.257

Forces on the atoms, in the same order (eV/Å):
0.398 0.212 0.379
0.317 -1.023 -0.658
-0.378 -0.166 -0.449
-0.238 0.254 -0.513
-0.201 0.469 1.349
-0.393 -0.335 -2.642
1.135 -1.492 0.461
-0.333 -0.140 0.102
0.213 -0.120 0.890
-0.065 1.707 0.463
-0.342 0.617 0.089
-2.226 -0.732 -0.785
0.091 0.210 0.346
-0.197 -0.245 0.205
2.154 0.529 -0.214
0.066 0.255 0.977

***

No. 4
This record from OMol25 describes a molecular structure, C5H9NO in a non-equilibrium geometry. The level of theory is ωB97M-V/def2-TZVPD.

Properties
**Total energy**: -8861.404 eV
**M**: 99.13 g/mol
**Net charge**: 0
**Energy relative to the best compared isomer or geometry (same formula, charge and spin)**: 7.808 eV
**Largest force on an atom**: 7.153 eV Å⁻¹
**HOMO**: -8.928 eV
**Lowest unoccupied orbital energy**: 1.12 eV
**HOMO-LUMO gap**: 10.044 eV

Last column: Mulliken charge in e.
Positions of all 16 atoms, in Å:
H 1.4225 -0.6859 1.4806  0.201
C 0.4311 0.6955 0.3020  0.029
H 2.8261 -1.4107 -0.0759  0.268
H 0.1430 -0.8334 -1.4549  0.280
C -0.8821 1.2994 0.0429  -0.652
N 1.6728 0.7240 -0.2744  -0.546
H -2.3997 -0.0223 -0.9600  0.262
O -1.1311 -1.2060 -0.0253  -0.409
C -1.8902 -0.0399 -0.0001  -0.398
H -2.6499 -0.3264 0.9502  0.225
H -0.6746 1.6924 -0.9752  0.310
C 1.7258 -0.7558 0.2560  -0.334
C 0.2204 -0.7388 -0.2451  0.016
H -1.2307 1.9954 0.8324  0.294
H 1.6128 0.9126 -1.1828  0.243
H 0.6597 0.4950 1.3742  0.209

Forces on the atoms, in the same order (eV/Å):
2.648 -0.846 -3.149
-4.475 -2.359 1.995
-3.805 1.693 0.902
1.325 1.003 2.425
-1.117 -0.133 -0.200
4.122 -0.915 5.774
-0.720 0.385 0.147
2.628 -1.193 1.787
-1.279 0.458 1.899
1.646 1.901 -2.541
-1.482 0.434 0.429
2.368 -1.507 0.199
-0.992 -0.191 -3.521
0.181 0.009 -0.988
0.253 -0.093 -4.909
-1.303 1.353 -0.247

***

No. 5
This record from OMol25 describes C5H9NO in the gas phase. The level of theory is ωB97M-V/def2-TZVPD.

Properties
**Structure (SMILES)**: CC(=O)[C@H]1CN1C
**Total energy**: -8866.973 eV
**M**: 99.13 g/mol
**Net charge**: 0
**Energy relative to the best compared isomer or geometry (same formula, charge and spin)**: 2.240 eV
**Largest force on an atom**: 0.319 eV Å⁻¹
**HOMO**: -9.335 eV
**Lowest unoccupied orbital energy**: 0.89 eV
**HOMO-LUMO gap**: 10.227 eV

Last column: Mulliken charge in e.
Positions of all 16 atoms, in Å:
C 0.2962 1.0258 -0.6373  -0.044
H -2.6006 -0.7956 -0.5492  0.288
H 1.1484 -1.3421 0.6448  0.291
C 0.1066 -0.0247 -1.6772  -0.451
C 0.9537 0.8500 0.6995  0.557
H -1.1144 -1.3191 0.2288  0.286
H 0.1793 0.2737 -2.7194  0.233
H -1.9918 0.0851 0.8646  0.291
C -1.7010 -0.4321 -0.0489  -0.773
H 0.3347 -0.6728 2.0734  0.260
H 0.4462 2.0463 -0.9844  0.351
N -1.0247 0.4857 -0.9533  -0.244
O 1.3277 1.8510 1.2751  -0.555
C 1.1385 -0.5068 1.3474  -1.081
H 2.0771 -0.4787 1.9032  0.374
H 0.4240 -1.0456 -1.4670  0.218

Forces on the atoms, in the same order (eV/Å):
0.112 0.247 0.061
0.011 0.113 0.046
0.001 0.149 0.070
0.155 -0.195 -0.199
0.067 0.067 0.139
0.009 0.160 -0.036
0.039 -0.064 0.104
-0.070 0.055 -0.019
0.021 -0.216 0.082
0.068 0.045 -0.129
-0.151 -0.114 0.088
-0.218 -0.031 -0.103
-0.030 -0.285 -0.123
0.056 -0.058 0.040
-0.074 -0.021 -0.051
0.002 0.146 0.030

***

No. 6
This record from OMol25 describes C5H9NO in the gas phase in a non-equilibrium geometry. The level of theory is ωB97M-V/def2-TZVPD.

Properties
**Total energy**: -8864.138 eV
**M**: 99.13 g/mol
**Net charge**: 0
**Energy relative to the best compared isomer or geometry (same formula, charge and spin)**: 5.075 eV
**Largest force on an atom**: 4.097 eV Å⁻¹
**HOMO (alpha / beta)**: -7.411 / -7.411 eV
**Lowest unoccupied orbital energy (alpha / beta)**: 0.14 / 0.14 eV
**HOMO-LUMO gap (alpha / beta)**: 7.556 / 7.553 eV

Last column: Mulliken charge in e.
Positions of all 16 atoms, in Å:
H -2.4258 -0.6617 0.7218  0.239
H -2.6253 -1.5676 -0.6866  0.232
H -0.7076 -0.7612 -1.6329  0.413
H 0.7478 -1.6362 1.7647  0.312
C 0.1756 -0.1428 0.3537  0.384
C 1.3377 0.9937 -1.2509  -1.125
H 1.7777 0.0270 -1.4897  0.370
C -0.8400 -0.5604 -0.5743  -0.345
C -0.0796 1.0829 -0.3030  0.655
N -1.9690 -1.1812 -0.0192  -0.514
H 1.5974 -0.0727 1.9080  0.338
H -0.0631 -0.2144 2.4679  0.306
C 0.6363 -0.5524 1.6964  -1.229
H 0.9741 1.4641 -2.1633  0.335
H 2.0630 1.6103 -0.7250  0.337
O -0.5994 2.1728 -0.0677  -0.708

Forces on the atoms, in the same order (eV/Å):
0.121 -0.176 -0.213
0.103 0.131 0.232
0.245 0.713 0.139
-0.089 0.084 0.016
-1.747 -0.150 0.034
-2.216 0.823 -1.337
-0.296 -0.081 0.224
0.181 -1.963 1.086
3.922 1.107 -0.418
0.125 -0.102 -0.296
-0.141 0.001 -0.143
0.107 -0.086 0.171
-0.878 -0.044 0.421
0.703 0.288 -0.299
-0.247 0.064 0.100
0.105 -0.609 0.282

***

No. 7
This record from OMol25 describes C5H9NO in the gas phase in a non-equilibrium geometry. The level of theory is ωB97M-V/def2-TZVPD.

Properties
**Structure (SMILES)**: C=C(C)/C(O)=C/N
**Total energy**: -8866.058 eV
**M**: 99.13 g/mol
**Net charge**: 0
**Energy relative to the best compared isomer or geometry (same formula, charge and spin)**: 3.154 eV
**Largest force on an atom**: 1.142 eV Å⁻¹
**HOMO**: -7.811 eV
**Lowest unoccupied orbital energy**: 0.87 eV
**HOMO-LUMO gap**: 8.678 eV

Last column: Mulliken charge in e.
Positions of all 16 atoms, in Å:
H -2.6804 -1.3748 -0.0868  0.276
H -1.9073 -1.3031 -1.6685  0.319
C 0.4072 -0.4847 -0.3775  0.193
H 1.1406 1.5630 -0.4984  0.358
H 2.9756 1.2305 0.9079  0.214
C -0.7786 0.9473 0.7604  -0.997
O 0.9288 -1.6819 -0.7750  -0.557
H -0.4970 0.7641 1.7907  0.256
H 1.8288 -1.5361 -1.0953  0.312
C -2.1394 -0.7190 -0.7758  -1.194
C 1.1597 0.6562 0.0912  -0.177
N 2.3545 0.4458 0.7875  -0.465
H -1.4128 1.8276 0.6288  0.288
H -2.8190 0.0938 -1.0517  0.330
H 2.3370 -0.2606 1.5102  0.212
C -0.8980 -0.1682 -0.1479  0.632

Forces on the atoms, in the same order (eV/Å):
-0.019 0.072 -0.027
-0.001 0.059 0.032
-0.771 0.143 0.337
0.100 -0.082 -0.085
-0.142 -0.217 0.258
1.107 0.112 -0.259
0.212 -0.030 -0.224
-0.070 -0.047 0.002
-0.098 -0.025 0.042
0.034 -0.122 0.101
-0.663 0.206 0.644
-0.221 0.021 -0.395
0.025 -0.001 0.041
0.051 -0.041 0.022
0.152 0.305 -0.045
0.306 -0.353 -0.443

***

No. 8
This record from OMol25 describes 2 unconnected molecules or ions with the total composition C5H9NO. The level of theory is ωB97M-V/def2-TZVPD.

Properties
**Total energy**: -8865.275 eV
**M**: 99.13 g/mol
**Net charge**: 0
**Energy relative to the best compared isomer or geometry (same formula, charge and spin)**: 3.938 eV
**Largest force on an atom**: 0.451 eV Å⁻¹
**HOMO (alpha / beta)**: -7.455 / -7.456 eV
**Lowest unoccupied orbital energy (alpha / beta)**: 0.09 / 0.09 eV
**HOMO-LUMO gap (alpha / beta)**: 7.543 / 7.544 eV

Last column: Mulliken charge in e.
Positions of all 16 atoms, in Å:
C 1.0079 0.4677 -0.1931  -0.522
C -0.5381 1.1968 1.9335  -1.320
H 0.7765 1.2181 -0.9657  0.318
O -0.9289 -2.0604 0.8400  -0.706
H 1.4093 -1.1636 -2.5210  0.272
H 2.0750 0.5334 0.0642  0.270
H -0.9227 2.1129 1.4630  0.291
C 0.0100 0.2557 0.9208  0.234
N 0.6441 -0.8931 -0.6340  0.150
H -1.6049 0.6580 -1.9567  0.171
C 0.8055 -1.5512 -1.7038  -0.229
H 0.3024 -2.5134 -1.7761  0.276
H -1.5808 0.5668 -1.2159  -0.188
H -1.3679 0.7234 2.4674  0.311
H 0.2100 1.5027 2.6780  0.320
C -0.2975 -1.0538 0.5993  0.352

Forces on the atoms, in the same order (eV/Å):
0.085 0.094 -0.087
-0.031 -0.007 0.047
-0.001 -0.086 0.112
0.106 0.275 -0.039
-0.053 -0.034 0.135
-0.147 0.000 -0.010
0.066 -0.132 0.072
-0.074 -0.034 0.075
0.024 -0.309 -0.327
-0.015 0.010 0.051
-0.017 0.128 0.213
0.079 0.103 0.026
-0.026 0.006 -0.064
0.140 0.068 -0.065
-0.094 -0.048 -0.119
-0.041 -0.034 -0.019